No. 1
The following is a DFT calculation (wB97M-V/def2-TZVPD) of a gas-phase ion, C22H28F3N2O3 (charge +1).

Geometry (Å):
1 C -0.9090 4.1393 0.0530
2 H -0.7254 3.6688 1.0262
3 H -1.8010 4.7590 0.1197
4 H -0.0541 4.7660 -0.2157
5 O -1.1873 3.1851 -0.9444
6 C -0.1903 2.3608 -1.3576
7 C 1.0316 2.2192 -0.7149
8 C 1.9744 1.3137 -1.1898
9 C 1.7063 0.5993 -2.3465
10 C 0.4878 0.7254 -3.0139
11 C -0.4905 1.5940 -2.5035
12 O -1.7513 1.7588 -2.9808
13 C -2.0129 1.6259 -4.3654
14 H -1.2780 2.1684 -4.9635
15 H -2.9967 2.0696 -4.5107
16 H -2.0321 0.5795 -4.6754
17 O 0.1736 -0.0010 -4.1259
18 C 1.2047 -0.6603 -4.8261
19 H 2.0304 0.0175 -5.0580
20 H 0.7505 -1.0056 -5.7529
21 H 1.5823 -1.5254 -4.2708
22 H 2.4581 -0.0700 -2.7334
23 C 3.2227 1.0306 -0.3876
24 N 3.0766 0.0074 0.6425
25 C 2.8874 -1.3525 0.2189
26 C 1.4155 -1.7096 -0.0616
27 N 0.5834 -1.4140 1.1298
28 H 0.9358 -1.9955 1.9006
29 C 0.7504 -0.0002 1.5393
30 C 2.2424 0.3061 1.7733
31 H 2.3495 1.3581 2.0363
32 H 2.5973 -0.2901 2.6236
33 H 0.1836 0.1743 2.4549
34 H 0.3598 0.6318 0.7379
35 C -0.8445 -1.7618 0.8686
36 C -1.7781 -1.4143 2.0022
37 C -2.5291 -0.2465 1.9156
38 C -3.4232 0.1063 2.9124
39 C -3.5837 -0.7087 4.0192
40 C -2.8508 -1.8783 4.1255
41 C -1.9530 -2.2318 3.1263
42 C -1.1828 -3.5178 3.2717
43 F -1.4186 -4.1623 4.4005
44 F 0.1656 -3.2851 3.2353
45 F -1.4044 -4.3741 2.2603
46 H -2.9778 -2.5227 4.9811
47 H -4.2823 -0.4443 4.7963
48 H -3.9979 1.0137 2.8169
49 H -2.4250 0.3877 1.0477
50 H -1.1524 -1.2015 -0.0184
51 H -0.8960 -2.8271 0.6333
52 H 1.3254 -2.7695 -0.3042
53 H 1.0403 -1.1092 -0.8943
54 H 3.4728 -1.5382 -0.6813
55 H 3.2694 -2.0106 1.0094
56 H 4.0270 0.6993 -1.0470
57 H 3.5565 1.9386 0.1184
58 H 1.2671 2.8236 0.1467

Summary:
**Lowest unoccupied orbital energy**: -0.08926 Ha
**Energy above the lowest of the compared OMol25 structures with the same formula, charge and spin**: 0.6 kcal/mol
**Charge**: +1
**Electronic energy**: -40536.8733 eV
**HOMO level**: -10.73 eV
**M**: 425.5 g mol⁻¹

No. 2
The following is a DFT calculation (wB97M-V/def2-TZVPD) of a molecular structure, C22H28FN2OSScSi2 in a non-equilibrium geometry.

Geometry (Å):
1 Sc -0.1184 0.0732 -0.1553
2 O 1.7842 0.4614 -0.2938
3 N 2.4853 1.5833 -0.1809
4 C 3.8183 1.4876 -0.0775
5 C 4.6073 2.5994 0.0392
6 C 3.9989 3.8597 0.0448
7 C 2.6349 3.9475 -0.0607
8 C 1.8414 2.7902 -0.1676
9 S 0.1490 2.8277 -0.2616
10 H 4.2059 0.4808 -0.0824
11 H 5.6740 2.4911 0.1332
12 H 4.6056 4.7466 0.1410
13 H 2.1215 4.8963 -0.0461
14 C -4.4560 1.6368 -1.2018
15 Si -3.3558 0.0743 -1.1246
16 C -2.2179 0.0705 -2.6667
17 C -4.4396 -1.5067 -1.1689
18 N -2.1860 0.1391 0.1495
19 C -2.5007 0.1113 1.4641
20 C -3.8019 0.0357 2.0067
21 C -4.0239 -0.0191 3.3641
22 C -2.9782 0.0105 4.2780
23 C -1.6834 0.1136 3.8003
24 C -1.4911 0.1572 2.4437
25 F -0.1449 0.2740 1.9684
26 H -5.0396 1.6598 -2.1151
27 H -3.8464 2.5354 -1.1804
28 H -5.1514 1.6992 -0.3714
29 H -2.8033 0.1058 -3.5790
30 H -1.6007 -0.8293 -2.7076
31 H -1.5670 0.9504 -2.6650
32 H -5.0084 -1.5586 -2.0913
33 H -5.1520 -1.5462 -0.3513
34 H -3.8344 -2.4065 -1.1096
35 H -4.6330 0.0240 1.3213
36 H -5.0385 -0.0869 3.7269
37 H -3.1650 -0.0409 5.3381
38 H -0.8302 0.1627 4.4591
39 C -0.9760 -3.3316 1.3867
40 Si -0.0051 -2.6132 -0.1425
41 C -0.7471 -3.6532 -1.6238
42 C 1.7823 -3.3471 0.0612
43 C 2.7497 -2.9035 -0.8370
44 C 4.0731 -3.2780 -0.7206
45 C 4.4652 -4.1062 0.3166
46 C 3.5177 -4.5840 1.2024
47 C 2.1901 -4.2119 1.0732
48 H -0.9971 -4.4189 1.3810
49 H -2.0048 -2.9803 1.3729
50 H -0.5394 -3.0107 2.3306
51 H -0.6994 -4.7189 -1.4165
52 H -0.2217 -3.4778 -2.5596
53 H -1.7897 -3.3919 -1.7832
54 H 2.4484 -2.2376 -1.6379
55 H 4.8037 -2.9107 -1.4260
56 H 5.5041 -4.3759 0.4316
57 H 3.8209 -5.2394 2.0054
58 H 1.4679 -4.6005 1.7767

Summary:
**Lowest unoccupied orbital energy**: -0.00419 Ha
**Energy above the lowest of the compared OMol25 structures with the same formula, charge and spin**: 19.8 kcal/mol
**Electronic energy**: -78307.3910 eV
**HOMO level**: -7.41 eV
**M**: 488.7 g mol⁻¹

No. 3
The following is a DFT calculation (wB97M-V/def2-TZVPD) of a molecular structure, C22H28I2N4O3PPt in a non-equilibrium geometry.

Geometry (Å):
1 Pt 0.9316 0.5088 -0.3251
2 I -2.7131 3.8368 5.9483
3 C -2.1918 2.8734 4.2005
4 C -3.0783 1.9405 3.6293
5 C -2.7081 1.3093 2.4834
6 I -3.9281 -0.1112 1.5947
7 C -1.4213 1.6027 1.7961
8 O -1.1466 1.0286 0.7485
9 C -0.5413 2.5936 2.4323
10 C 0.7319 3.0378 1.7664
11 N 1.6702 1.9435 1.4569
12 C 2.0472 1.1087 2.6118
13 C 1.2848 -0.1968 2.6666
14 C 0.9783 -0.8008 3.8759
15 C 0.3470 -2.0377 3.8761
16 C 0.0482 -2.6432 2.6647
17 C 0.3823 -1.9809 1.4967
18 N 0.9827 -0.7867 1.5032
19 C -0.9309 3.1725 3.5908
20 H -4.0295 1.7248 4.0966
21 H 0.4816 3.5355 0.8250
22 H 1.2161 3.7778 2.4095
23 H 2.5012 2.3719 1.0671
24 H 3.1091 0.8673 2.5413
25 H 1.9066 1.6532 3.5484
26 H 1.2453 -0.3189 4.8080
27 H 0.0942 -2.5191 4.8118
28 H -0.4286 -3.6120 2.6195
29 H 0.1774 -2.4161 0.5270
30 H -0.2798 3.8995 4.0606
31 O -0.3808 1.9368 -2.5877
32 C 0.3406 1.9690 -1.7188
33 C 3.3664 -1.2043 -2.3792
34 P 3.1391 0.1844 -1.2423
35 C 4.3832 -0.0753 0.0543
36 C 3.6793 1.6680 -2.1363
37 H 4.3600 -1.1281 -2.8242
38 H 2.6191 -1.1852 -3.1711
39 H 3.2924 -2.1453 -1.8346
40 H 5.3389 -0.2965 -0.4240
41 H 4.1062 -0.9216 0.6831
42 H 4.5053 0.8191 0.6653
43 H 4.7343 1.5600 -2.3929
44 H 3.5531 2.5599 -1.5227
45 H 3.1036 1.7854 -3.0545
46 N -0.3593 -0.9519 -1.4937
47 C -1.3103 -1.1173 -2.1463
48 N -2.3581 -1.2802 -2.8869
49 C -3.6500 -1.7111 -2.3506
50 C -4.1270 -2.9574 -3.1171
51 O -4.0955 -2.7279 -4.4999
52 C -2.8111 -2.4279 -4.9861
53 C -2.3064 -1.1261 -4.3477
54 H -4.3799 -0.9108 -2.5018
55 H -3.5648 -1.9337 -1.2888
56 H -5.1583 -3.1761 -2.8495
57 H -3.4894 -3.8095 -2.8426
58 H -2.8896 -2.3059 -6.0635
59 H -2.1038 -3.2361 -4.7551
60 H -2.9806 -0.3179 -4.6393
61 H -1.2949 -0.8993 -4.6772

Summary:
**Lowest unoccupied orbital energy (alpha / beta)**: -0.44781 / -0.45447 Ha
**Energy above the lowest of the compared OMol25 structures with the same formula, charge and spin**: 40.9 kcal/mol
**Charge**: +3
**Electronic energy**: -64079.3263 eV
**HOMO level (alpha / beta)**: -15.54 / -15.41 eV
**M**: 876.4 g mol⁻¹

No. 4
The following is a DFT calculation (wB97M-V/def2-TZVPD) of C22H28N2O2S in the gas phase.

Geometry (Å):
1 C 8.4915 2.3216 -0.4594
2 C 7.6361 1.1320 -0.1482
3 C 6.4065 0.9593 -0.7636
4 C 5.6156 -0.1518 -0.4944
5 C 6.0635 -1.0991 0.4171
6 C 7.2919 -0.9380 1.0352
7 C 8.0717 0.1681 0.7557
8 H 9.0277 0.2903 1.2438
9 H 7.6372 -1.6784 1.7417
10 H 5.4568 -1.9659 0.6388
11 C 4.2799 -0.2891 -1.1436
12 H 4.3224 -0.0613 -2.2082
13 H 3.8547 -1.2825 -1.0020
14 S 3.0874 0.9414 -0.4798
15 C 3.1040 0.5088 1.2915
16 H 2.6687 1.3688 1.7990
17 C 2.2907 -0.7475 1.5820
18 N 0.9207 -0.5856 1.1695
19 C -0.1069 -0.5357 2.0518
20 O 0.0321 -0.7906 3.2329
21 C -1.4289 -0.1965 1.4505
22 C -1.5672 0.6851 0.3837
23 C -2.8238 0.9761 -0.1172
24 C -3.9598 0.3993 0.4337
25 C -3.8202 -0.4705 1.5099
26 C -2.5700 -0.7600 2.0162
27 H -2.4514 -1.4251 2.8582
28 H -4.7052 -0.9169 1.9358
29 C -5.3320 0.7139 -0.1002
30 N -6.1142 -0.5043 -0.2302
31 C -5.6240 -1.4151 -1.2530
32 C -6.0270 -0.9864 -2.6704
33 H -5.7542 -1.7533 -3.3970
34 O -7.4259 -0.8231 -2.7804
35 C -7.9041 0.1177 -1.8417
36 C -7.5407 -0.2994 -0.4105
37 H -7.8928 0.4498 0.3009
38 H -8.0323 -1.2525 -0.1899
39 H -8.9868 0.1515 -1.9726
40 H -7.4867 1.1128 -2.0640
41 H -5.5208 -0.0462 -2.9412
42 H -4.5380 -1.4873 -1.1755
43 H -6.0590 -2.3980 -1.0462
44 H -5.8495 1.3538 0.6235
45 H -5.2373 1.2838 -1.0389
46 H -2.9195 1.6654 -0.9447
47 H -0.7041 1.1731 -0.0472
48 H 0.7754 -0.3107 0.2098
49 H 2.7305 -1.6107 1.0696
50 H 2.2793 -0.9432 2.6578
51 H 4.1435 0.3917 1.5976
52 H 6.0445 1.7021 -1.4607
53 H 8.9547 2.7101 0.4453
54 H 9.2886 2.0369 -1.1467
55 H 7.9066 3.1113 -0.9241

Summary:
**Lowest unoccupied orbital energy**: 0.02206 Ha
**Energy above the lowest of the compared OMol25 structures with the same formula, charge and spin**: 34.9 kcal/mol
**Electronic energy**: -41179.3792 eV
**HOMO level**: -8.31 eV
**M**: 384.5 g mol⁻¹